(1)
Here is an isolated molecule of C2H4P2 in a non-equilibrium geometry from OMol25. Energies are from ωB97M-V with the def2-TZVPD basis set.

Total charge: 0
ΔE to the lowest compared entry with this formula, charge and spin in kJ/mol: 172.2
E in Ha: -761.1893
HOMO-LUMO gap in eV: 8.8
LUMO energy in eV: 0.0113

Last column: Mulliken charge in e.
Geometry (Å):
P (1.15275, -1.18335, 0.12849)  -0.060
C (-0.33558, -0.17514, -0.51342)  -0.363
C (-1.13964, 0.87420, 0.18227)  -0.140
P (-2.06006, -0.47032, 0.13167)  -0.156
H (1.21617, -0.79835, 1.55732)  0.037
H (1.99437, -0.27075, -0.38511)  0.017
H (-0.02810, 0.10623, -1.50812)  0.297
H (-0.79993, 1.91747, 0.40690)  0.367



(2)
Here is a cluster of 2 separate species, C5H10N4 in total in a non-equilibrium geometry from OMol25. Energies are from ωB97M-V with the def2-TZVPD basis set.

Total charge: +2
ΔE to the lowest compared entry with this formula, charge and spin in kJ/mol: 376.3
2S+1: 3
E in Ha: -414.5998
HOMO-LUMO gap (alpha / beta) in eV: 9.2 / 5.8
Expectation value of S²: 2.05
LUMO energy (alpha / beta) in eV: -7.5108 / -11.7974

Last column: Mulliken charge in e.
Geometry (Å):
C (-0.67912, -0.48210, 0.47440)  0.020
C (-2.14730, -1.49813, -1.62018)  -0.686
C (1.72027, 1.60582, 4.30584)  -0.765
C (-0.88988, -1.82029, -1.32516)  -0.079
C (1.01453, 1.15160, 3.28456)  0.810
N (-0.34211, 0.61804, 1.26141)  -0.424
N (-0.21699, -0.74712, -0.65042)  -0.529
N (0.64562, 0.57948, -2.61202)  -0.349
N (0.30008, 0.84510, 2.32566)  0.365
H (-1.35617, -0.95058, 1.14025)  0.435
H (-2.79998, -2.24909, -2.14865)  0.311
H (-2.17588, -0.47786, -1.47744)  0.322
H (1.49532, 2.63935, 4.50304)  0.307
H (2.66849, 1.17544, 4.66482)  0.336
H (-0.24703, -2.64169, -1.44236)  0.464
H (1.16471, -0.29348, -2.71290)  0.384
H (1.26520, 1.40011, -2.62666)  0.402
H (0.37549, 0.72357, -3.56123)  0.359
H (0.20473, 0.42184, -1.78296)  0.316



(3)
Here is a cluster of 4 separate species, C22H31N3O7 in total from OMol25. Energies are from ωB97M-V with the def2-TZVPD basis set.

Total charge: 0
ΔE to the lowest compared entry with this formula, charge and spin in kJ/mol: 0.0
E in Ha: -1547.8952
HOMO-LUMO gap in eV: 7.5
LUMO energy in eV: -1.5385

Last column: Mulliken charge in e.
Geometry (Å):
C (0.07124, -1.92003, -0.71403)  -0.571
C (-1.17321, -1.51833, 0.02547)  0.554
O (-1.16386, -1.08058, 1.14260)  -0.523
O (-2.35954, -1.71015, -0.62025)  -0.331
C (-2.41691, -1.17840, -1.96734)  -0.767
C (-2.10208, -2.25407, -2.98635)  0.912
C (-2.62279, -3.51791, -2.74547)  -0.634
C (-2.36505, -4.57940, -3.60095)  -0.654
C (-1.56332, -4.38946, -4.71201)  -0.781
C (-1.04240, -3.13595, -4.97795)  0.223
C (-1.31813, -2.04847, -4.13220)  -0.081
C (-0.72423, -0.72302, -4.47350)  0.818
O (-0.79898, 0.24808, -3.74420)  -0.677
C (0.00913, -0.59990, -5.75390)  -0.600
C (0.28357, -1.63829, -6.53833)  -0.603
C (-0.15406, -3.00195, -6.17473)  0.521
O (0.20209, -3.96879, -6.81458)  -0.600
H (0.93766, -1.75011, -0.08329)  0.340
H (0.19786, -1.34232, -1.63262)  -0.084
H (0.03022, -2.96705, -1.01444)  0.326
H (-1.74578, -0.33684, -2.03761)  0.507
H (-3.44860, -0.85632, -2.08962)  0.374
H (-3.22579, -3.67655, -1.86178)  0.472
H (-2.77657, -5.55598, -3.38510)  0.428
H (-1.33432, -5.21146, -5.37523)  0.505
H (0.32989, 0.40041, -6.01611)  0.445
H (0.84313, -1.51799, -7.45648)  0.427
C (-2.14885, 1.66268, 5.20554)  -0.616
N (-2.70110, 2.68989, 4.33689)  -0.118
C (-3.10359, 2.56765, 3.04487)  0.680
C (-2.95375, 1.20474, 2.41200)  -0.926
O (-3.54437, 3.52831, 2.43178)  -0.675
H (-2.77793, 1.53242, 6.08797)  0.280
H (-1.14921, 1.93480, 5.53637)  0.117
H (-2.09240, 0.71425, 4.68209)  0.258
H (-2.80574, 3.62126, 4.70667)  0.213
H (-3.29753, 1.26080, 1.38399)  0.264
H (-1.91388, 0.88570, 2.41521)  0.164
H (-3.54639, 0.45879, 2.94187)  0.383
C (4.05146, 2.18798, 4.89002)  -0.623
N (2.98895, 1.82121, 5.80455)  -0.170
C (1.74603, 1.35464, 5.51033)  0.613
C (1.40135, 1.18385, 4.04693)  -0.906
O (0.95602, 1.08752, 6.40107)  -0.663
H (4.93827, 1.57651, 5.06520)  0.287
H (4.32620, 3.23615, 5.01966)  0.286
H (3.73155, 2.04231, 3.86373)  0.139
H (3.16005, 1.91161, 6.79365)  0.244
H (0.38964, 0.79916, 3.97262)  0.024
H (1.45704, 2.13719, 3.51898)  0.300
H (2.07920, 0.47492, 3.56971)  0.458
C (2.96392, 2.12134, 0.18643)  -0.703
N (3.35289, 1.07218, -0.73393)  -0.140
C (2.75702, 0.72113, -1.90661)  0.776
C (1.53438, 1.49700, -2.33097)  -0.977
O (3.19770, -0.20088, -2.57463)  -0.683
H (3.76797, 2.85048, 0.30319)  0.311
H (2.73189, 1.70364, 1.16873)  0.123
H (2.08328, 2.63708, -0.18109)  0.317
H (4.16036, 0.51294, -0.50846)  0.221
H (1.18491, 1.08924, -3.27082)  -0.064
H (0.73967, 1.39732, -1.59004)  0.327
H (1.76585, 2.55505, -2.46349)  0.535



(4)
Here is a structure of composition C43H55BrCl3GeNO2RuS3Te in a non-equilibrium geometry from OMol25. Energies are from ωB97M-V with the def2-TZVPD basis set.

Total charge: +1
ΔE to the lowest compared entry with this formula, charge and spin in kJ/mol: 485.9
2S+1: 2
E in Ha: -9465.5011
HOMO-LUMO gap (alpha / beta) in eV: 5.0 / 5.1
Expectation value of S²: 0.76
LUMO energy (alpha / beta) in eV: -4.9154 / -4.8568

Last column: Mulliken charge in e.
Geometry (Å):
Ru (0.38560, -1.10502, 0.75450)  -0.321
C (0.36810, -4.42092, 2.85230)  -0.898
C (0.99770, -3.30142, 3.66790)  -0.783
S (0.32640, -1.61282, 3.44750)  0.319
C (-1.47110, -1.80662, 3.79110)  -0.965
C (-2.32120, -0.98732, 2.83810)  -1.121
S (-2.02510, -1.17282, 1.03840)  0.453
C (-2.58930, -2.85642, 0.57610)  -0.574
C (-1.88920, -4.05042, 1.19310)  -1.057
S (-0.04180, -4.00622, 1.11160)  0.210
H (1.08150, -5.24242, 2.78420)  0.499
H (-0.53850, -4.79782, 3.32220)  0.429
H (0.94300, -3.54782, 4.73030)  0.462
H (2.04750, -3.17072, 3.39770)  0.382
H (-1.71010, -2.86522, 3.75320)  0.357
H (-1.64520, -1.44352, 4.80650)  0.652
H (-3.38040, -1.17942, 3.01160)  0.671
H (-2.12410, 0.07938, 2.98040)  0.324
H (-3.65860, -2.90012, 0.79140)  0.792
H (-2.44250, -2.85272, -0.50740)  -0.056
H (-2.18710, -4.17892, 2.23080)  0.466
H (-2.17980, -4.94402, 0.63750)  0.588
C (6.95320, 3.02508, 3.11440)  -1.601
C (6.69450, 1.51968, 3.28210)  1.758
C (7.63620, 0.76048, 2.34560)  -2.193
C (7.00720, 1.10128, 4.72730)  -1.603
C (5.23520, 1.22718, 2.99770)  -0.355
C (4.81700, 0.28878, 2.06230)  0.109
C (3.46930, 0.12628, 1.83420)  0.252
Br (2.84940, -1.13192, 0.51490)  0.092
C (2.46020, 0.86928, 2.49230)  -0.940
O (1.21770, 0.69888, 2.15490)  1.158
C (2.88860, 1.75648, 3.52840)  -0.912
C (4.24510, 1.90758, 3.71740)  -0.396
C (1.89580, 2.52118, 4.39580)  2.401
C (1.35770, 3.70918, 3.58940)  -1.227
C (2.56030, 3.06028, 5.67070)  -2.323
C (0.73100, 1.62138, 4.82880)  -1.239
H (8.00730, 3.23768, 3.27260)  0.474
H (6.38450, 3.61528, 3.82620)  0.325
H (6.68620, 3.34738, 2.11130)  0.348
H (8.66310, 1.05808, 2.54220)  0.432
H (7.41860, 0.98458, 1.30490)  0.442
H (7.56670, -0.31272, 2.50440)  0.373
H (8.05190, 1.29878, 4.95080)  0.465
H (6.82360, 0.03798, 4.86080)  0.358
H (6.39800, 1.64648, 5.44180)  0.326
H (5.51620, -0.30982, 1.50180)  0.574
H (4.57570, 2.60028, 4.47090)  0.450
H (2.16310, 4.39198, 3.33150)  0.279
H (0.61450, 4.24978, 4.16950)  0.415
H (0.89050, 3.37078, 2.67130)  -0.108
H (3.25000, 3.86998, 5.44700)  0.386
H (3.09190, 2.27228, 6.19960)  0.448
H (1.79810, 3.46028, 6.33460)  0.479
H (0.16920, 1.27528, 3.96770)  -0.244
H (0.05230, 2.17898, 5.46900)  0.531
H (1.10170, 0.75978, 5.38050)  0.370
C (-7.32960, -0.23592, -5.62430)  -1.663
C (-6.03160, -0.46742, -4.91710)  0.828
C (-4.84900, -0.67232, -5.60760)  -0.893
C (-3.63130, -0.83722, -4.94950)  0.883
C (-2.41680, -1.09942, -5.78320)  -1.374
C (-3.61120, -0.77472, -3.56370)  0.219
Te (-1.66600, -0.43262, -2.45060)  -0.661
N (0.03410, -1.65912, -1.07480)  1.144
C (0.95060, -2.33122, -1.72430)  0.468
O (1.94110, -2.81652, -1.14360)  -0.679
C (0.81090, -2.50132, -3.19910)  -0.443
C (1.83490, -2.02792, -4.01110)  -0.613
C (1.77950, -2.23402, -5.37780)  -0.832
C (0.73040, -2.95132, -5.93120)  -0.431
C (-0.27540, -3.44552, -5.11650)  -0.803
C (-0.25810, -3.19522, -3.75350)  0.256
C (-2.46470, 1.56618, -2.26370)  0.945
C (-3.02930, 1.96438, -1.06040)  -0.409
C (-3.52650, 3.24748, -0.90220)  -0.989
C (-3.45090, 4.14128, -1.95460)  -0.918
C (-2.90260, 3.73698, -3.15680)  -0.667
C (-2.40440, 2.44928, -3.33830)  0.602
C (-1.86180, 2.07728, -4.67850)  -1.604
C (-4.79720, -0.65962, -2.83960)  1.378
C (-4.85750, -0.74892, -1.34490)  -1.091
C (-5.98830, -0.49572, -3.53080)  -0.763
H (-7.19530, -0.22092, -6.70130)  0.357
H (-7.75930, 0.71508, -5.31500)  0.357
H (-8.04420, -1.01612, -5.36920)  0.358
H (-4.85080, -0.69632, -6.68740)  0.381
H (-2.31680, -0.35772, -6.57440)  0.402
H (-2.51300, -2.07572, -6.25940)  0.496
H (-1.51120, -1.10092, -5.17320)  -0.138
H (2.67220, -1.51402, -3.56410)  0.474
H (2.56910, -1.85452, -6.00940)  0.453
H (0.70930, -3.14292, -6.99480)  0.444
H (-1.07890, -4.03092, -5.53730)  0.532
H (-1.02910, -3.60162, -3.11060)  0.344
H (-3.08520, 1.28008, -0.22550)  1.007
H (-3.95780, 3.54778, 0.04030)  0.526
H (-3.81920, 5.14978, -1.84200)  0.406
H (-2.84930, 4.43238, -3.98160)  0.497
H (-1.21970, 2.86968, -5.05730)  0.596
H (-2.68990, 1.94298, -5.37540)  0.373
H (-1.28930, 1.15158, -4.62380)  -0.103
H (-3.85150, -0.76762, -0.92470)  -0.770
H (-5.37570, -1.66422, -1.05850)  0.598
H (-5.40550, 0.09378, -0.92910)  0.372
H (-6.90120, -0.37962, -2.96450)  0.480
Cl (1.54840, 3.14128, -0.01120)  -0.227
Ge (0.14400, 1.51718, 0.26610)  0.681
Cl (-1.38050, 2.37248, 1.65170)  -0.304
Cl (0.56350, 0.88198, -2.59450)  -0.418



(5)
Here is an isolated molecule of C7H12 in a non-equilibrium geometry from OMol25. Energies are from ωB97M-V with the def2-TZVPD basis set.

Total charge: 0
ΔE to the lowest compared entry with this formula, charge and spin in kJ/mol: 244.2
E in Ha: -273.8155
HOMO-LUMO gap in eV: 9.7
LUMO energy in eV: 0.9051

Last column: Mulliken charge in e.
Geometry (Å):
C (0.88605, -0.35281, -1.76996)  -0.982
C (0.45271, -0.71522, -0.57336)  0.876
C (0.67549, -2.21011, -0.18645)  -1.588
C (-0.52494, 0.03198, 0.37853)  0.527
C (-1.59148, -0.72583, 0.66476)  -0.906
C (-0.43495, 1.52958, 0.14382)  -0.474
C (0.37089, 2.31328, 1.17872)  -1.171
H (1.22510, -1.13814, -2.46779)  0.255
H (1.09378, 0.63924, -2.16855)  0.280
H (0.64948, -2.16199, 0.92706)  0.396
H (-0.17134, -2.81250, -0.70697)  0.278
H (1.56488, -2.77888, -0.32034)  0.439
H (-1.45265, -1.79320, 0.63764)  0.319
H (-2.47906, -0.25502, 1.10440)  0.274
H (-1.49592, 1.78047, 0.21930)  0.322
H (0.02976, 1.62680, -0.84552)  0.167
H (1.28756, 1.80451, 1.45474)  0.314
H (-0.19329, 2.35846, 2.13636)  0.310
H (0.67914, 3.32948, 1.01311)  0.364



(6)
Here is a structure of composition C6H7NOS in a non-equilibrium geometry from OMol25. Energies are from ωB97M-V with the def2-TZVPD basis set.

Total charge: 0
ΔE to the lowest compared entry with this formula, charge and spin in kJ/mol: 267.5
E in Ha: -760.8782
HOMO-LUMO gap in eV: 8.8
LUMO energy in eV: 0.4268

Last column: Mulliken charge in e.
Geometry (Å):
C (1.04879, 0.10694, 1.40785)  -0.440
C (1.67249, -0.25314, 0.27016)  -0.577
C (-0.34691, 0.39608, 1.55840)  0.396
C (0.91397, -0.69767, -0.97276)  -0.451
C (-1.22325, 0.50781, -0.26385)  -0.623
C (-0.29754, 0.03066, -1.33773)  0.478
N (-0.93961, 0.46701, 2.67835)  -0.676
O (-0.89451, -0.60077, -2.40820)  -0.541
S (-0.35815, 1.83309, -1.16550)  -0.095
H (1.46940, 0.16149, 2.29684)  0.547
H (2.71490, -0.38980, 0.48729)  0.359
H (1.52836, -0.76467, -1.95625)  0.291
H (0.69492, -1.75313, -0.74256)  0.284
H (-2.27611, 0.50184, -0.17358)  0.393
H (-1.96919, 0.60053, 2.64642)  0.255
H (-1.73754, -0.14626, -2.32488)  0.399



(7)
Here is a cluster of 2 separate species, ClH2O2P in total in a non-equilibrium geometry from OMol25. Energies are from ωB97M-V with the def2-TZVPD basis set.

Total charge: 0
ΔE to the lowest compared entry with this formula, charge and spin in kJ/mol: 130.0
E in Ha: -953.2524
HOMO-LUMO gap in eV: 10.0
LUMO energy in eV: -0.9046

Last column: Mulliken charge in e.
Geometry (Å):
O (-0.12911, 1.31813, -1.19025)  -0.382
P (0.71009, 1.20733, -0.02559)  0.499
Cl (2.38462, 0.33938, -0.66613)  -0.151
O (-0.79480, -1.33962, 0.55893)  -0.658
H (-1.18758, -0.94269, 1.39927)  0.345
H (-0.98321, -0.58253, -0.07624)  0.347